--- one ---
{"formula": "C12H16N2O3S", "method": "wB97M-V/def2-TZVPD", "orbital_gap_ev": 8.13, "e_homo_ev": -8.80, "symbols": ["C", "C", "C", "C", "O", "C", "C", "C", "C", "C", "O", "C", "C", "N", "S", "N", "C", "H", "H", "H", "H", "H", "H", "H", "H", "H", "H", "H", "H", "H", "H", "O", "H", "H"], "positions_angstrom": [[2.0945, -2.0626, 1.4084], [3.0069, -1.0279, 0.7476], [2.8296, -0.9734, -0.7737], [2.8142, 0.4365, -1.3597], [2.0463, 1.3646, -0.5944], [0.7465, 1.0940, -0.3995], [-0.0426, 0.3083, -1.1799], [-1.4343, 0.1074, -0.8954], [-2.2226, -0.7868, -1.8139], [-2.8849, -1.9621, -1.1188], [-3.3225, -2.9093, -1.7225], [-2.0324, 0.6809, 0.1732], [-1.2422, 1.4989, 1.0152], [-1.6339, 2.1375, 2.1212], [-0.3570, 2.9178, 2.6892], [0.7532, 2.4936, 1.6221], [0.1442, 1.7085, 0.7327], [1.0615, -1.7113, 1.3860], [2.1187, -3.0021, 0.8527], [2.3844, -2.2636, 2.4363], [4.0451, -1.2495, 0.9953], [2.7957, -0.0495, 1.1773], [3.6531, -1.4987, -1.2606], [1.9248, -1.5082, -1.0646], [2.4618, 0.4280, -2.3946], [3.8167, 0.8589, -1.3686], [0.3870, -0.1775, -2.0439], [-1.5749, -1.2254, -2.5719], [-3.0103, -0.2228, -2.3148], [-2.9550, -1.9195, -0.0155], [-3.0851, 0.5491, 0.3837], [-4.6209, 2.3477, 1.5711], [-3.6680, 2.4403, 1.7065], [-4.9978, 3.1780, 1.8738]]}

***

--- two ---
{"formula": "C12H16N2O3S", "method": "wB97M-V/def2-TZVPD", "orbital_gap_ev": 9.59, "e_homo_ev": -9.32, "symbols": ["C", "C", "C", "C", "C", "C", "C", "C", "C", "C", "C", "C", "H", "H", "H", "H", "H", "H", "H", "H", "H", "H", "H", "H", "H", "H", "H", "H", "N", "N", "O", "O", "O", "S"], "positions_angstrom": [[0.2018, -1.0993, 0.1237], [-1.3213, -0.8853, 0.0838], [0.6922, 0.3038, -0.5107], [2.0964, 0.3218, -0.0666], [2.5606, 1.3005, 0.7845], [3.0218, -0.6093, -0.5306], [3.9651, 1.3654, 0.9718], [4.3182, -0.6418, -0.0886], [4.7735, 0.3747, 0.7184], [-3.1145, 0.5000, 0.4341], [-4.1797, -0.4039, 0.8535], [-3.3455, 1.2034, -0.8505], [0.8400, -3.3120, -0.4008], [-0.5659, -2.2238, -1.4934], [0.5576, -1.3141, 1.1889], [0.1508, 1.1808, -0.2579], [0.8032, 0.1077, -1.6011], [2.0048, 2.2207, 1.0909], [2.5479, -1.4371, -0.9571], [4.2500, 2.2996, 1.5138], [5.1322, -1.3754, -0.3967], [5.8394, 0.5698, 0.8152], [-1.3076, 0.7165, 1.4590], [-3.4707, 1.2824, 1.1823], [-3.1415, 0.4916, -1.6871], [-4.3272, 1.5544, -1.1898], [-0.9545, 1.8625, -1.0144], [-3.4448, -1.7529, -0.1829], [0.5990, -2.2521, -0.9594], [-1.7967, 0.2120, 0.6598], [-1.9654, -1.6118, -0.7007], [-4.9721, -0.0794, 1.6613], [-4.2442, -1.5415, 0.2519], [-2.2027, 2.6720, -0.9046]]}

***

Result of the stability comparison: one is the most stable of them.

***

--- one ---
{"formula": "C3H4OS2", "method": "wB97M-V/def2-TZVPD", "orbital_gap_ev": 8.25, "e_homo_ev": -9.12, "symbols": ["C", "C", "C", "O", "S", "S", "H", "H", "H", "H"], "positions_angstrom": [[-0.9204, 0.5849, -0.0150], [0.3569, 0.6948, -0.1535], [1.3725, -0.3061, 0.2074], [-2.1396, -1.7862, -0.6097], [-2.4310, 1.3148, -0.1808], [-2.0262, -0.6410, 0.6363], [0.6903, 1.6429, -0.6935], [1.9530, -0.5840, -0.7563], [0.9453, -1.1880, 0.6974], [2.1991, 0.2679, 0.8678]]}

***

--- two ---
{"formula": "C3H4OS2", "method": "wB97M-V/def2-TZVPD", "smiles": "CSC(=S)C=O", "orbital_gap_ev": 7.95, "e_homo_ev": -9.20, "symbols": ["C", "C", "C", "H", "H", "H", "H", "O", "S", "S"], "positions_angstrom": [[0.9715, -0.2534, 1.3327], [-0.5294, 0.9345, -0.8093], [-0.9132, -0.4933, -1.1818], [0.0689, -0.7707, 1.6714], [1.5658, -0.9145, 0.7052], [1.5258, 0.0724, 2.2185], [-1.7851, -0.5150, -1.8518], [-0.3228, -1.4765, -0.8207], [0.5681, 1.2984, 0.4733], [-1.1496, 2.1180, -1.7376]]}

***

--- three ---
{"formula": "C3H4OS2", "method": "wB97M-V/def2-TZVPD", "smiles": "O=C[C@H](S)C=S", "orbital_gap_ev": 8.19, "e_homo_ev": -9.19, "symbols": ["C", "C", "C", "O", "S", "S", "H", "H", "H", "H"], "positions_angstrom": [[-0.8460, -1.2403, 0.3742], [1.2477, 0.2282, -0.3760], [-0.0032, 0.1553, 0.4356], [-0.6722, -2.2787, -0.1769], [2.6027, 0.9401, 0.2093], [-1.3458, 1.3227, -0.3531], [-1.6315, -1.1372, 1.0105], [1.2355, -0.3384, -1.3391], [0.0889, 0.5886, 1.5137], [-0.6759, 1.7597, -1.2982]]}

***

--- four ---
{"formula": "C3H4OS2", "method": "wB97M-V/def2-TZVPD", "orbital_gap_ev": 8.59, "e_homo_ev": -8.92, "symbols": ["C", "C", "C", "H", "H", "H", "H", "O", "S", "S"], "positions_angstrom": [[-0.1583, -0.3345, 0.2540], [-0.6975, 0.1800, -1.1170], [0.5956, 0.9316, 0.5780], [1.0588, -1.6131, 1.1269], [-1.0229, -0.3927, 0.9086], [-0.0395, -0.1841, -1.9160], [-1.7142, -0.0898, -1.2215], [0.6422, -1.5301, 0.2224], [-0.2364, 1.8244, -0.6451], [1.5722, 1.2084, 1.8097]]}

***

Result of the stability comparison: two is the most stable of them.

***

--- one ---
{"formula": "C2H3N3S", "method": "wB97M-V/def2-TZVPD", "smiles": "Sc1c[nH]nn1", "orbital_gap_ev": 9.46, "e_homo_ev": -8.65, "symbols": ["C", "C", "H", "H", "H", "N", "N", "N", "S"], "positions_angstrom": [[0.7546, -0.0417, -0.0269], [-0.2913, 0.8842, -0.0168], [2.4081, -1.4909, 0.1211], [-0.3807, 2.0375, 0.2507], [-2.2644, 0.7744, -0.1530], [-1.4763, 0.2269, -0.0795], [-1.2310, -1.1006, -0.0426], [0.0229, -1.2053, 0.0095], [2.4582, -0.0845, -0.0624]]}

***

--- two ---
{"formula": "C2H3N3S", "method": "wB97M-V/def2-TZVPD", "orbital_gap_ev": [7.12, 7.12], "e_homo_ev": [-7.80, -7.80], "symbols": ["C", "C", "N", "N", "N", "S", "H", "H", "H"], "positions_angstrom": [[0.3601, 0.1120, 0.8614], [-0.4394, -1.0608, 0.9352], [-0.7624, -0.8894, -0.4349], [0.0593, 0.0872, -0.5483], [0.4639, 0.7828, -1.5097], [-1.0675, 0.5052, 1.8102], [1.3531, 0.5427, 1.1562], [-1.1097, -1.5869, -1.0599], [1.1426, 1.5072, -1.2102]]}

***

Result of the stability comparison: one is the most stable of them.

***

--- one ---
{"formula": "C2H7NO2S2", "method": "wB97M-V/def2-TZVPD", "smiles": "C[C@@H](N)S(=O)(=O)S", "orbital_gap_ev": 9.06, "e_homo_ev": -8.84, "symbols": ["C", "C", "N", "O", "O", "S", "S", "H", "H", "H", "H", "H", "H", "H"], "positions_angstrom": [[1.3048, -0.9837, 0.2941], [0.7108, 0.3817, 0.1535], [1.0095, 1.1161, -0.9392], [-1.5733, -1.3886, 0.8132], [-1.3732, -0.5355, -1.4738], [-2.7520, 1.2835, 0.3938], [-1.3540, -0.2528, -0.0668], [1.6202, -1.2960, 1.3362], [2.2161, -0.7393, -0.3422], [0.8716, -1.8057, -0.2326], [0.7531, 0.9052, 1.0354], [1.0306, 0.6265, -1.8835], [-2.9970, 0.7457, 1.7184], [0.5327, 1.9428, -0.8067]]}

***

--- two ---
{"formula": "C2H7NO2S2", "method": "wB97M-V/def2-TZVPD", "orbital_gap_ev": 9.91, "e_homo_ev": -9.39, "symbols": ["C", "C", "N", "O", "O", "S", "S", "H", "H", "H", "H", "H", "H", "H"], "positions_angstrom": [[1.0016, 0.4080, -1.5199], [-1.2976, -0.0278, 1.6924], [0.6171, 0.2133, -0.0995], [-1.2485, -1.5470, -0.4867], [-1.6658, 0.8129, -0.7848], [1.5795, -1.0337, 0.5468], [-1.0126, -0.2421, -0.0662], [0.3777, -0.0409, -2.2582], [0.8549, 1.4529, -1.8369], [1.9676, 0.1317, -1.7761], [-0.2303, -0.1246, 2.2078], [-1.5663, 1.0847, 1.8466], [-2.0226, -0.8483, 1.9359], [2.6453, -0.2392, 0.5989]]}

***

Result of the stability comparison: one is the most stable of them.

***

--- one ---
{"formula": "CH2FO4S", "method": "wB97M-V/def2-TZVPD", "orbital_gap_ev": 9.86, "e_homo_ev": -6.00, "total_charge": -1, "symbols": ["C", "O", "O", "O", "O", "F", "S", "H", "H"], "positions_angstrom": [[0.3215, 1.3299, 0.0489], [2.0112, -0.4808, 0.8081], [1.1877, -0.7265, -1.5113], [-0.2371, -1.1786, 0.3915], [0.4162, 2.2954, -0.6174], [-2.6998, -1.1224, -0.0243], [0.9102, -0.4038, -0.1199], [-0.2283, 1.2053, 0.9847], [-1.6815, -0.9184, 0.0397]]}

***

--- two ---
{"formula": "CH2FO4S", "method": "wB97M-V/def2-TZVPD", "orbital_gap_ev": 8.14, "e_homo_ev": -5.85, "total_charge": -1, "symbols": ["C", "O", "O", "O", "O", "F", "S", "H", "H"], "positions_angstrom": [[0.5993, 0.1911, -0.0490], [-1.5361, -0.4763, -1.2775], [-1.4412, 1.5602, 0.1230], [-1.6762, -0.6279, 1.1440], [1.0074, -1.0819, 0.0046], [2.6381, -1.4258, -0.0119], [-1.2590, 0.1200, 0.0468], [0.7440, 0.8517, -0.8753], [0.9236, 0.8887, 0.8953]]}

***

Result of the stability comparison: one is the most stable of them.